1.
{"formula": "C7H15N3Si", "method": "the ωB97M-V functional and the def2-TZVPD basis", "elements": ["Si", "N", "N", "N", "C", "C", "C", "C", "C", "C", "C", "H", "H", "H", "H", "H", "H", "H", "H", "H", "H", "H", "H", "H", "H", "H"], "xyz": [[-3.779, -0.922, 0.100], [0.413, -1.503, -1.028], [-0.958, -0.366, 0.113], [-0.835, -1.357, -0.846], [3.022, 0.457, -1.056], [3.172, -0.664, 1.296], [-2.808, 2.226, -0.492], [1.139, -0.705, -0.244], [2.652, -0.769, -0.169], [0.260, 0.062, 0.477], [-2.154, -0.056, 0.661], [4.277, -0.887, 1.481], [3.876, 0.341, -1.619], [2.885, -1.625, -0.721], [-4.741, -0.091, 0.852], [0.564, 0.825, 1.247], [-3.803, 2.223, -0.762], [3.255, 1.400, -0.608], [-2.327, 0.804, 1.300], [3.165, 0.379, 1.583], [2.655, -1.411, 1.874], [-2.174, 2.877, -0.023], [-4.331, -1.214, -1.184], [2.207, 0.542, -1.828], [-3.492, -2.320, 0.843], [-2.141, 1.756, -1.246]], "e_homo_ev": [-7.792, -8.869], "spin_multiplicity": 1, "gap_ev": [7.720, 8.435], "lumo_ev": [-0.1, -0.4], "e_above_lowest_ev": 5.187, "energy_ev": -19843.8162}

***

2.
{"formula": "C29H43N3O28S7", "method": "the ωB97M-V functional and the def2-TZVPD basis", "elements": ["S", "S", "S", "S", "S", "S", "S", "O", "O", "O", "O", "O", "O", "O", "O", "O", "O", "O", "O", "O", "O", "O", "O", "O", "O", "O", "O", "O", "O", "O", "O", "O", "O", "O", "O", "N", "N", "N", "C", "C", "C", "C", "C", "C", "C", "C", "C", "C", "C", "C", "C", "C", "C", "C", "C", "C", "C", "C", "C", "C", "C", "C", "C", "C", "C", "C", "C", "H", "H", "H", "H", "H", "H", "H", "H", "H", "H", "H", "H", "H", "H", "H", "H", "H", "H", "H", "H", "H", "H", "H", "H", "H", "H", "H", "H", "H", "H", "H", "H", "H", "H", "H", "H", "H", "H", "H", "H", "H", "H", "H"], "xyz": [[1.161, 1.638, 4.138], [0.914, -0.872, 0.071], [6.111, -3.773, -1.995], [-1.736, 2.908, -3.337], [-5.047, 0.316, -1.978], [-0.898, -4.727, 1.642], [7.004, 0.768, 1.485], [4.719, -3.138, -1.559], [5.896, -4.970, -2.698], [5.614, 1.506, 1.245], [-0.820, 2.618, -2.300], [-2.239, -4.381, 1.368], [-0.926, 3.403, -4.610], [1.741, -1.960, -0.297], [1.511, 0.291, 0.635], [-0.233, -1.328, 1.064], [6.937, -2.785, -2.536], [6.381, -0.535, 2.146], [-0.087, -0.458, -1.057], [2.412, 2.136, 4.580], [-0.096, 2.392, 4.784], [-2.827, 3.772, -3.082], [7.559, 0.383, 0.251], [-6.509, 0.414, -1.360], [-4.263, -0.512, -1.135], [0.053, -4.218, 0.488], [7.768, 1.532, 2.403], [-0.337, -4.467, 2.908], [-5.469, -0.403, -3.322], [-0.708, -6.266, 1.284], [0.885, 0.266, 4.213], [0.861, 2.171, 2.677], [-4.548, 1.590, -2.304], [-2.259, 1.544, -3.958], [6.526, -4.132, -0.488], [5.525, 0.228, -4.084], [-3.220, 3.325, 1.776], [-4.373, 0.834, 4.056], [0.486, 3.553, 2.780], [-4.648, -1.520, 3.785], [-2.698, 3.740, 0.631], [-1.985, 1.403, -5.356], [-4.385, 5.388, 0.334], [-1.463, -0.631, 0.820], [5.165, -0.173, 2.827], [3.529, -0.775, -4.891], [-4.981, 4.905, 1.489], [2.901, -0.501, -3.698], [3.597, 0.165, -2.690], [-1.244, 0.224, -0.435], [4.522, 0.927, 1.978], [-3.230, 4.782, -0.120], [-4.321, 3.929, 2.218], [-5.146, -0.237, 3.934], [4.827, -0.331, -5.067], [4.937, 0.433, -2.907], [-7.317, -0.671, -1.843], [-3.063, 0.639, 4.144], [1.054, -5.162, 0.163], [5.074, -2.275, -0.473], [-2.473, -0.605, 3.971], [-1.035, 2.525, -5.744], [-0.291, 3.641, 4.115], [0.508, -6.537, 0.603], [5.840, -3.234, 0.425], [-6.722, -1.092, -3.197], [-3.276, -1.715, 3.788], [-2.425, 1.517, 4.102], [4.243, -1.740, -0.025], [-2.934, 1.423, -5.889], [5.471, 0.200, 3.805], [6.565, -2.764, 1.084], [5.783, -1.497, -0.777], [-0.107, 3.802, 1.907], [-4.700, 3.608, 3.182], [0.123, 4.462, 4.702], [-1.986, 0.078, -1.206], [-1.410, -0.717, 4.154], [-2.821, -2.670, 3.557], [-5.334, -2.351, 3.677], [4.534, -1.046, 2.964], [-6.584, -2.166, -3.273], [-5.842, 5.426, 1.887], [-1.726, 3.345, 0.342], [-7.350, -0.712, -3.999], [5.375, -0.455, -5.994], [-1.545, 0.416, -5.487], [-2.309, -1.308, 0.808], [4.063, 1.636, 2.666], [-7.339, -1.462, -1.097], [-1.491, 0.058, 1.663], [3.788, 0.609, 1.242], [-1.355, 3.816, 3.978], [-4.911, 6.110, -0.277], [3.010, 0.281, -1.790], [-2.830, 5.015, -1.097], [1.379, 4.175, 2.823], [1.971, -4.934, 0.711], [-8.317, -0.269, -1.980], [-1.380, 3.137, -6.576], [0.249, -7.143, -0.266], [5.201, -3.865, 1.049], [-0.870, 1.218, -0.223], [1.193, -7.115, 1.220], [-0.013, 2.238, -5.984], [1.277, -5.105, -0.898], [5.595, 0.907, -2.183], [1.863, -0.755, -3.520], [2.965, -1.297, -5.655], [-6.207, -0.013, 3.978]], "e_homo_ev": -9.358, "spin_multiplicity": 1, "gap_ev": 9.274, "lumo_ev": -0.1, "energy_ev": -168410.0842}

***

3.
{"formula": "C3H4O2S", "method": "the ωB97M-V functional and the def2-TZVPD basis", "elements": ["S", "O", "O", "C", "C", "C", "H", "H", "H", "H"], "xyz": [[2.100, -0.543, 0.006], [2.669, -0.969, -1.325], [2.718, -1.016, 1.216], [2.235, 2.424, -0.031], [-0.922, -1.169, 0.042], [2.042, 1.239, -0.025], [-0.837, -1.250, -1.015], [2.297, 3.568, -0.030], [-1.037, -2.099, 0.680], [-0.805, -0.254, 0.637]], "e_homo_ev": [-9.959, -9.416], "spin_multiplicity": 1, "gap_ev": [9.529, 7.214], "lumo_ev": [-0.4, -2.2], "e_above_lowest_ev": 6.637, "energy_ev": -18099.4282}

***

4.
{"formula": "C4H11BrOSi", "method": "the ωB97M-V functional and the def2-TZVPD basis", "elements": ["Br", "Si", "O", "C", "C", "C", "C", "H", "H", "H", "H", "H", "H", "H", "H", "H", "H", "H"], "xyz": [[2.373, -1.619, 0.177], [-1.168, 0.131, -0.507], [-0.554, 0.935, 0.808], [2.756, -2.787, 1.587], [0.687, 1.286, 1.338], [-3.043, 0.266, -0.608], [-0.171, 0.728, -2.034], [0.866, 1.047, -1.609], [2.612, -3.813, 1.419], [-3.267, 1.007, -1.426], [3.514, -2.441, 2.234], [-3.504, 0.696, 0.309], [0.633, 1.987, 2.147], [-0.686, 1.452, -2.595], [0.085, 0.001, -2.799], [1.067, 0.347, 1.744], [-3.513, -0.750, -0.720], [1.314, 1.528, 0.535]], "e_homo_ev": [-8.652, -6.355], "spin_multiplicity": 1, "gap_ev": [8.873, 6.015], "lumo_ev": [0.2, -0.3], "e_above_lowest_ev": 4.770, "energy_ev": -84290.9247}